Entry from the Open Molecules 2025 dataset: a structure of composition C39H67F2NO14S6 at a distorted geometry (ωB97M-V/def2-TZVPD).

Its energy above the lowest of the compared OMol25 structures with the same formula, charge and spin is 58.3 kcal/mol. The calculation puts the highest occupied orbital energy at -8.925 eV.

```
129
Properties=species:S:1:pos:R:3:forces:R:3:lowdin_charge:R:1
C 41.202000 23.023000 38.752000 2.50 -2.01 1.02 0.03
C 42.072000 23.835000 39.585000 -0.26 6.26 2.03 -0.33
O 41.680000 24.850000 40.258000 1.71 -4.28 -2.44 0.06
N 43.487000 23.470000 39.719000 -0.71 -2.10 -2.18 0.00
H 43.277000 22.400000 40.029000 0.87 -3.03 0.52 0.04
H 44.033000 23.256000 38.803000 -1.58 0.58 1.90 0.21
C 44.327000 24.067000 40.743000 1.01 -6.00 2.42 -0.04
H 41.519000 22.480000 37.880000 0.93 -0.65 0.31 0.09
H 40.331000 23.401000 38.507000 -3.93 3.58 -1.48 0.02
H 40.719000 22.455000 39.523000 0.33 -1.84 0.54 0.12
H 44.155000 24.988000 40.588000 0.20 7.27 -0.76 -0.03
H 45.363000 23.627000 40.581000 -1.30 0.97 0.45 0.13
H 43.962000 23.936000 41.835000 0.43 -0.52 -1.97 0.13
O 43.260000 20.962000 40.093000 0.77 -0.03 1.32 -0.43
H 43.658000 20.372000 40.823000 -0.99 1.77 -1.71 -0.03
F 45.879000 22.203000 44.118000 -0.06 1.40 0.70 0.01
C 45.713000 23.384000 44.856000 0.09 -0.87 -1.53 -0.31
C 45.386000 23.259000 46.149000 -0.89 0.83 4.36 -0.03
C 45.127000 24.376000 47.036000 2.19 0.30 -5.82 -0.02
C 45.397000 25.643000 46.460000 -0.90 -1.81 1.09 -0.11
C 45.745000 25.718000 45.145000 0.53 3.47 -5.28 -0.08
C 45.840000 24.603000 44.248000 1.04 0.21 -0.08 -0.03
H 45.435000 22.304000 46.607000 -0.38 -1.01 0.09 0.11
H 44.783000 24.449000 47.990000 -0.74 -1.02 2.68 0.07
H 45.232000 26.445000 47.149000 0.18 0.90 -0.36 0.10
H 45.858000 26.860000 44.497000 -0.26 -3.54 2.52 0.18
H 46.203000 24.497000 43.166000 -0.73 1.17 1.64 0.14
F 42.563000 21.109000 32.087000 0.20 -1.40 2.35 -0.02
C 42.721000 20.639000 33.433000 0.32 3.65 -0.62 -0.17
C 42.290000 19.407000 33.869000 -0.85 -1.96 -2.53 -0.05
C 42.502000 19.045000 35.159000 1.25 3.27 2.98 -0.09
C 43.061000 19.996000 36.092000 -0.11 -1.31 3.59 -0.08
C 43.298000 21.289000 35.702000 1.87 1.45 -0.70 -0.15
C 43.201000 21.636000 34.355000 -2.61 -7.73 0.40 -0.01
H 41.798000 18.596000 33.211000 0.87 1.85 0.71 0.16
H 42.077000 18.229000 35.636000 -0.43 -1.97 0.17 0.08
H 43.264000 19.784000 37.337000 -0.85 0.19 -3.88 0.17
H 43.825000 22.153000 36.260000 -1.17 -1.89 -0.02 0.12
H 43.448000 22.545000 34.197000 1.51 5.98 -2.29 0.04
C 48.194000 22.600000 37.843000 -1.86 -3.42 1.94 -0.19
C 47.459000 21.983000 36.654000 -2.60 2.55 0.31 -0.30
C 48.268000 21.355000 35.647000 2.09 -1.70 -2.41 -0.25
S 49.896000 21.328000 36.404000 1.81 2.38 -2.21 0.68
O 50.683000 22.547000 35.983000 -1.97 -2.65 0.82 -0.34
O 50.480000 20.027000 36.280000 0.47 -0.37 0.01 -0.32
C 49.340000 21.628000 38.040000 -5.15 -4.59 -2.69 -0.22
H 47.488000 22.543000 38.763000 1.24 0.61 -1.49 0.14
H 48.547000 23.516000 37.609000 1.06 3.25 -0.30 0.07
H 46.674000 22.611000 36.158000 0.63 -0.16 0.77 0.14
H 46.979000 21.147000 37.000000 -1.99 -1.54 1.66 0.08
H 48.446000 22.016000 34.760000 -0.43 -1.25 0.22 0.13
H 47.890000 20.236000 35.548000 1.25 2.45 -0.82 0.16
H 50.227000 21.883000 38.369000 4.04 1.22 3.35 0.04
H 48.905000 20.457000 38.161000 1.36 3.22 0.87 0.20
C 47.284000 26.323000 39.782000 -4.35 -2.64 4.71 -0.21
C 47.245000 27.769000 40.239000 -0.76 0.00 -3.26 -0.24
C 47.820000 27.880000 41.544000 -4.62 -0.30 2.78 -0.30
S 49.048000 26.770000 41.658000 5.25 -1.42 0.72 0.70
O 49.180000 26.193000 42.995000 -0.32 0.50 -1.56 -0.32
O 50.212000 27.457000 41.034000 -1.82 -1.25 1.03 -0.32
C 48.426000 25.586000 40.472000 0.96 -0.78 -2.07 -0.23
H 47.283000 26.113000 38.776000 -0.17 0.01 -2.33 0.08
H 46.298000 25.711000 40.256000 1.94 2.11 -1.47 0.14
H 46.221000 28.095000 40.167000 -0.32 0.42 0.22 0.11
H 47.816000 28.438000 39.641000 0.45 0.21 -1.37 0.12
H 46.930000 27.668000 42.196000 1.28 -0.18 0.44 0.14
H 48.142000 28.833000 41.746000 1.06 2.12 0.73 0.10
H 48.374000 24.497000 40.808000 -0.39 1.77 -0.13 0.13
H 48.950000 25.615000 39.491000 1.83 -0.50 1.59 0.11
C 39.884000 25.511000 35.750000 4.47 3.04 -2.25 -0.21
C 40.259000 24.311000 34.954000 -2.78 -2.02 0.59 -0.28
C 40.446000 24.633000 33.534000 1.32 -1.66 -0.26 -0.25
S 39.298000 25.879000 33.347000 2.73 5.13 -3.94 0.65
O 38.214000 25.281000 32.708000 -3.34 -1.24 -1.66 -0.28
O 40.004000 27.042000 32.682000 -1.79 -2.51 1.96 -0.34
C 38.878000 26.311000 34.960000 -1.15 -1.76 1.25 -0.23
H 40.942000 26.093000 35.784000 -2.54 -0.80 0.83 0.18
H 39.442000 25.223000 36.607000 -0.63 -0.56 3.49 0.07
H 39.392000 23.653000 34.946000 -0.52 -0.27 0.27 0.13
H 40.949000 23.706000 35.447000 1.80 -0.74 0.52 0.09
H 40.175000 23.772000 32.844000 0.64 1.33 0.71 0.15
H 41.429000 25.036000 33.436000 0.72 0.25 -0.85 0.11
H 37.875000 25.966000 35.300000 0.46 -0.17 -0.98 0.13
H 38.796000 27.346000 35.005000 0.65 1.92 0.36 0.09
C 41.629000 28.190000 40.477000 1.80 3.40 -0.06 -0.14
C 40.808000 27.891000 41.722000 -2.16 -4.70 -5.70 -0.27
C 41.526000 28.228000 42.792000 3.58 -5.15 4.53 -0.26
S 43.249000 27.854000 42.386000 -2.78 -0.83 0.88 0.61
O 43.519000 26.494000 42.701000 0.61 -1.63 -0.29 -0.29
O 43.969000 28.870000 42.991000 3.33 3.09 2.23 -0.28
C 43.186000 28.149000 40.698000 -2.80 -1.89 0.62 -0.20
H 41.531000 29.298000 40.173000 -0.53 -1.70 0.30 0.15
H 41.296000 27.573000 39.746000 -0.83 -1.60 -2.61 0.06
H 40.741000 26.709000 41.794000 -0.76 2.22 -0.70 0.16
H 39.908000 28.408000 41.533000 -1.52 -0.04 0.27 0.12
H 41.289000 27.644000 43.675000 0.11 0.18 0.47 0.14
H 41.679000 29.132000 43.007000 0.36 7.62 1.85 0.04
H 43.830000 27.399000 40.377000 0.40 -2.00 -1.52 0.06
H 43.626000 29.012000 40.398000 1.18 2.82 -0.29 0.07
C 35.326000 25.402000 40.882000 -2.07 -1.60 1.15 -0.20
C 36.130000 25.170000 42.181000 -5.50 2.80 1.70 -0.28
C 37.348000 25.891000 42.035000 2.96 1.22 3.68 -0.29
S 37.906000 25.504000 40.439000 -4.54 0.37 1.57 0.56
O 38.677000 24.380000 40.554000 3.09 -5.18 0.01 -0.25
O 38.445000 26.636000 39.889000 2.11 4.81 -3.18 -0.26
C 36.255000 25.081000 39.738000 1.34 -3.01 5.48 -0.17
H 35.003000 26.434000 40.995000 0.20 0.30 -0.85 0.11
H 34.322000 24.808000 40.950000 1.93 0.78 -0.53 0.15
H 36.270000 24.220000 42.476000 0.21 -3.62 0.68 0.08
H 35.403000 25.699000 42.993000 1.93 -1.47 -1.37 0.17
H 38.169000 25.582000 42.840000 -1.51 0.42 -1.93 0.15
H 37.085000 26.912000 42.333000 0.74 0.35 -1.14 0.12
H 36.242000 24.071000 39.357000 0.16 -0.88 0.91 0.12
H 36.150000 25.525000 38.913000 -0.98 4.63 -6.22 0.01
C 42.211000 22.596000 43.973000 2.16 2.00 0.50 -0.13
C 42.213000 22.574000 45.477000 -3.35 5.68 -4.92 -0.21
C 40.835000 22.659000 45.824000 -2.20 -5.94 -7.41 -0.23
S 39.962000 23.598000 44.581000 -0.35 -7.93 -1.85 0.63
O 39.526000 24.736000 45.201000 -2.46 5.40 1.97 -0.26
O 39.105000 22.621000 43.879000 0.10 1.72 0.93 -0.32
C 41.242000 23.812000 43.515000 4.03 -1.25 -1.81 -0.21
H 41.773000 21.784000 43.524000 -1.02 -2.37 -0.68 0.09
H 43.288000 22.551000 43.703000 -0.75 0.84 -0.78 0.11
H 42.458000 23.512000 45.843000 2.25 1.91 0.33 0.11
H 42.600000 21.902000 45.986000 4.37 -6.44 4.03 0.06
H 40.668000 23.022000 46.630000 -1.93 5.19 9.95 0.00
H 40.398000 21.661000 45.965000 -0.39 0.03 -0.88 0.14
H 41.747000 24.774000 43.640000 -0.14 -0.04 -0.35 0.10
H 41.020000 23.464000 42.476000 -0.39 1.29 0.81 0.11
```
Forces are in eV/Å.